{
  "formula": "C33H85N7O7",
  "method": "ωB97M-V/def2-TZVPD",
  "lumo_energy_ha": 0.018,
  "gap_ev": 8.934,
  "e_homo_ev": -8.4,
  "molar_mass_g_mol": 692.1,
  "relative_energy_ev": 0.2608,
  "species": ["C", "C", "C", "C", "C", "C", "C", "C", "C", "N", "O", "H", "H", "H", "H", "H", "H", "H", "H", "H", "H", "H", "H", "H", "H", "H", "H", "H", "H", "H", "C", "O", "C", "C", "C", "N", "H", "H", "H", "H", "H", "H", "H", "H", "H", "H", "H", "C", "O", "C", "C", "C", "N", "H", "H", "H", "H", "H", "H", "H", "H", "H", "H", "H", "C", "O", "C", "C", "C", "N", "H", "H", "H", "H", "H", "H", "H", "H", "H", "H", "H", "C", "O", "C", "C", "C", "N", "H", "H", "H", "H", "H", "H", "H", "H", "H", "H", "H", "C", "O", "C", "C", "C", "N", "H", "H", "H", "H", "H", "H", "H", "H", "H", "H", "H", "C", "O", "C", "C", "C", "N", "H", "H", "H", "H", "H", "H", "H", "H", "H", "H", "H"],
  "coordinates": [[1.10969, 3.81652, 1.41414], [0.78983, 2.35624, 1.84297], [1.75283, 1.94537, 2.95092], [-0.62654, 2.30981, 2.44660], [-1.75374, 2.34590, 1.42654], [-1.53828, 1.19601, 0.42211], [-0.15729, 1.28104, -0.26362], [0.06258, -0.04592, -0.99514], [-0.23664, 2.41275, -1.31373], [0.87601, 1.40289, 0.75595], [2.17757, 1.28280, 0.20820], [1.90153, 3.85067, 0.66495], [0.24181, 4.31350, 0.97661], [1.41336, 4.38682, 2.29194], [1.43908, 0.99656, 3.39089], [2.75336, 1.68306, 2.58485], [1.93584, 2.71635, 3.69649], [-0.73438, 1.43282, 3.09053], [-0.64206, 3.17438, 3.11897], [-2.67355, 2.04394, 1.93678], [-1.86621, 3.33907, 0.99531], [-2.28806, 1.26757, -0.36616], [-1.72405, 0.26644, 0.96079], [0.35338, -0.82446, -0.28723], [0.89922, 0.09369, -1.68497], [-0.77682, -0.41085, -1.58384], [0.66579, 2.35520, -1.92326], [-0.19957, 3.39002, -0.83995], [-1.09914, 2.20496, -1.94176], [2.52305, 0.50612, 0.65910], [-1.22759, -1.85832, -4.18579], [-0.07478, -1.06546, -4.06610], [-0.12705, 0.18885, -4.70561], [0.69636, 0.18548, -6.00153], [0.87992, 1.61673, -6.53728], [0.09544, -0.62157, -7.05805], [-0.94425, -2.89888, -4.37814], [-1.93888, -1.51328, -4.93505], [-1.73978, -1.93758, -3.21847], [-1.13886, 0.59522, -4.84883], [0.32607, 0.93786, -4.03886], [1.65031, -0.22777, -5.67440], [1.83770, 1.63990, -7.05504], [0.93954, 2.33098, -5.71511], [0.05287, 1.86023, -7.19983], [-0.81526, -0.25354, -7.29971], [0.00557, -1.59831, -6.81307], [4.25163, 0.75877, -4.92117], [3.38600, 1.66306, -4.27209], [3.82161, 2.99633, -4.32753], [2.94657, 3.83490, -3.42171], [3.36252, 5.31239, -3.51816], [3.05480, 3.33050, -2.03596], [5.21838, 0.67691, -4.40639], [4.43816, 1.12873, -5.93565], [3.81708, -0.23637, -4.89410], [4.86849, 3.13684, -4.02268], [3.75496, 3.36199, -5.36385], [1.91320, 3.83231, -3.80268], [4.40215, 5.40820, -3.20456], [2.68551, 5.92592, -2.92737], [3.27327, 5.63668, -4.55767], [2.84922, 2.33574, -2.18361], [2.16427, 3.57398, -1.60363], [-8.49750, 2.06771, -1.31838], [-8.25314, 1.01231, -0.40215], [-7.63527, 1.42539, 0.79663], [-6.17705, 1.80189, 0.69302], [-5.29808, 0.63257, 0.28931], [-5.72810, 2.34304, 1.98615], [-7.56868, 2.55674, -1.62211], [-9.19238, 2.80728, -0.91072], [-8.93241, 1.56923, -2.18280], [-8.21638, 2.26249, 1.21707], [-7.76578, 0.62237, 1.52778], [-6.05605, 2.56654, -0.08972], [-5.77888, 0.21221, -0.61121], [-5.42562, -0.22609, 0.95503], [-4.28106, 0.84657, -0.01255], [-4.72802, 2.50560, 1.93974], [-6.10249, 3.27569, 2.14176], [5.27465, -5.91383, 0.72208], [3.89842, -6.05785, 0.98112], [3.07613, -5.25494, 0.14764], [3.31764, -3.76630, 0.27878], [3.35101, -3.30200, 1.75604], [2.31647, -3.04845, -0.48699], [5.79475, -6.65860, 1.32301], [5.67585, -4.95329, 1.06854], [5.47804, -6.02933, -0.34707], [3.24857, -5.56001, -0.89484], [2.03774, -5.50047, 0.37058], [4.31294, -3.49939, -0.08564], [4.24468, -3.62161, 2.29520], [2.45600, -3.61929, 2.29699], [3.35577, -2.20837, 1.76996], [2.57514, -2.08237, -0.61577], [1.36882, -3.15468, -0.14735], [-1.32837, -0.04872, 6.75158], [0.06809, -0.17459, 7.01284], [0.77109, -0.85997, 5.99560], [2.16394, -0.23274, 5.80796], [2.93058, -1.12978, 4.84178], [2.92442, -0.10683, 7.04998], [-1.78848, -1.03872, 6.74748], [-1.48235, 0.46544, 5.79803], [-1.70580, 0.57829, 7.55544], [0.89917, -1.91421, 6.25786], [0.26902, -0.69292, 5.03448], [2.08624, 0.76958, 5.39361], [2.35912, -1.36500, 3.93924], [3.24299, -2.07318, 5.29282], [3.83471, -0.61862, 4.50153], [2.30877, 0.29457, 7.75281], [3.17809, -1.01804, 7.42008], [-3.66930, -3.09720, -0.96140], [-2.99803, -3.52021, 0.19702], [-2.09870, -2.54424, 0.72732], [-1.28082, -3.26668, 1.76949], [-0.43110, -2.40535, 2.69252], [-0.43466, -4.25338, 1.10135], [-4.60873, -3.62128, -1.10422], [-3.02867, -3.27430, -1.83712], [-3.82544, -2.00969, -0.96645], [-1.47436, -2.14924, -0.07603], [-2.74046, -1.80249, 1.21959], [-2.00931, -3.71529, 2.46404], [-1.01876, -1.66199, 3.23381], [0.37415, -1.92491, 2.12707], [0.02508, -3.02123, 3.47107], [0.09931, -4.79568, 1.77653], [-1.02086, -4.96883, 0.67792]],
  "atomic_forces_ev_per_a": [[-0.1, -0.2, -0.1], [0.1, 0.9, -0.1], [1.0, -0.9, -0.3], [0.3, 0.4, 0.2], [-0.1, -1.1, 0.3], [0.3, 1.2, 0.1], [-1.0, -0.5, -0.1], [1.0, 0.1, -0.2], [1.1, -0.6, 0.4], [-0.5, -1.2, 0.4], [-0.2, 0.5, -0.1], [0.2, -0.1, 0.2], [-0.1, 0.0, 0.1], [0.0, 0.1, -0.1], [-0.4, 0.2, 0.3], [-0.1, 0.4, -0.3], [-0.4, 0.0, 0.2], [0.1, -0.2, -0.2], [-0.3, 0.0, 0.0], [-0.1, 0.6, 0.1], [-0.1, -0.1, -0.3], [0.0, -0.1, -0.1], [0.4, -0.2, -0.1], [-0.1, 0.0, 0.1], [-0.1, -0.3, 0.0], [-0.2, 0.3, 0.0], [-0.1, -0.1, -0.2], [-0.6, 0.1, -0.2], [-0.1, 0.5, -0.1], [0.1, -0.1, -0.1], [-0.1, -0.8, 0.7], [-0.3, 0.1, -0.3], [0.6, 1.1, 0.2], [-0.9, 0.4, 0.5], [0.4, -0.7, 0.6], [0.5, -0.2, -0.2], [0.1, 0.2, -0.4], [0.1, 0.1, -0.1], [-0.1, 0.4, 0.0], [-0.2, -0.5, -0.2], [0.2, -0.3, 0.1], [0.1, -0.1, -0.4], [-0.2, 0.2, -0.3], [-0.1, 0.1, 0.0], [0.1, 0.2, -0.1], [-0.1, -0.1, 0.0], [0.0, 0.0, 0.1], [0.4, 0.4, 0.1], [0.0, -0.4, 0.4], [-0.1, 0.5, -0.3], [0.1, 1.1, -0.1], [0.0, -0.7, -0.2], [-1.1, -0.6, -1.0], [0.0, 0.2, 0.0], [0.0, -0.4, -0.1], [-0.3, 0.1, -0.2], [0.0, -0.4, 0.2], [-0.1, 0.0, 0.0], [0.0, -0.5, 0.0], [-0.1, 0.3, 0.2], [0.2, 0.1, 0.2], [0.1, 0.1, 0.0], [0.7, -0.1, 0.5], [0.4, 0.5, 0.4], [0.2, -0.6, 0.0], [0.3, 0.0, 0.0], [-0.8, 0.1, 0.6], [1.1, 0.6, -0.1], [-1.6, -1.1, -1.1], [0.0, 0.2, 0.0], [-0.1, 0.1, 0.0], [0.0, 0.0, 0.0], [-0.1, 0.3, -0.1], [0.2, 0.2, -0.1], [0.2, -0.1, -0.2], [-0.2, -0.1, 0.0], [0.2, 0.3, -0.1], [0.6, 0.3, 0.5], [0.2, 0.2, 0.5], [0.0, -0.2, 0.0], [-0.3, -0.2, 0.0], [0.0, 0.1, 0.3], [-0.3, 0.2, 0.3], [0.5, -0.4, -0.5], [-0.1, 0.8, 1.3], [-0.1, 0.0, -0.1], [0.4, -0.2, -0.7], [-0.1, -0.2, -0.3], [-0.1, 0.1, -0.2], [0.2, -0.1, 0.0], [-0.1, 0.2, 0.0], [0.0, 0.1, 0.2], [-0.1, -0.1, -0.5], [-0.1, -0.2, 0.0], [0.1, -0.1, 0.0], [0.0, 0.0, 0.0], [-0.2, 0.1, 0.0], [0.0, 0.0, 0.2], [0.9, 0.1, 0.3], [-0.2, 0.1, -0.1], [0.5, 1.2, -0.1], [0.2, -1.1, 0.4], [0.4, 0.5, -0.5], [-0.2, 0.1, 0.3], [-0.3, 0.1, 0.0], [-0.1, -0.1, -0.1], [-0.3, -0.1, 0.0], [-0.3, -0.2, -0.2], [-0.2, -0.5, 0.0], [-0.3, 0.0, 0.0], [-0.1, 0.0, 0.1], [-0.1, 0.0, 0.1], [0.0, -0.1, 0.1], [0.1, 0.1, 0.0], [0.0, -0.1, -0.2], [0.8, 0.6, -0.6], [-0.1, -0.3, 0.2], [-0.7, -0.6, 0.2], [-0.1, -0.3, 1.0], [0.3, 0.3, -0.4], [0.0, -0.6, 0.0], [0.0, -0.1, 0.3], [-0.1, -0.2, 0.0], [-0.3, -0.1, 0.2], [0.0, 0.3, 0.1], [0.4, 0.4, -0.2], [-0.1, -0.3, -0.3], [-0.1, 0.1, -0.3], [0.0, 0.2, 0.1], [0.1, -0.1, -0.1], [0.1, 0.3, 0.2], [-0.1, 0.3, -0.3]]
}